A structure of composition C42H32Cl68N4O3 in a non-equilibrium geometry. Source: the OMol25 dataset; level of theory: the ωB97M-V functional and the def2-TZVPD basis.

Total charge ... 0
Molar mass ... 3051.55 g/mol
E_HOMO ... -8.55 eV
DFT total energy ... -907682.31348 eV
ΔE to the lowest compared entry with this formula, charge and spin ... 267.4 kcal per mole

The geometry in XYZ format:
```
149
Properties=species:S:1:pos:R:3:forces:R:3:lowdin_charge:R:1
C 0.52249 4.04138 0.27042 -0.3 0.3 0.7 -0.176
O -0.91334 4.04252 -0.03586 1.4 -2.0 0.4 -0.224
C -1.29508 2.64244 -0.19132 -0.8 -0.6 0.4 -0.234
C -2.63509 2.27194 0.64780 0.3 -0.2 -1.4 -0.162
C -2.88370 0.65811 0.58189 0.4 0.9 0.2 -0.217
C -3.15457 0.08612 2.06254 -0.2 0.8 0.1 -0.205
C -4.29995 -1.03683 2.16627 0.3 -0.1 -0.2 -0.233
C -3.76584 -2.53643 2.33345 0.2 -3.9 1.6 -0.273
C -4.86247 -3.71174 2.30626 3.2 -0.7 1.5 -0.111
C -4.46636 -5.22835 2.42066 2.1 2.3 0.5 -0.177
N -5.44430 -6.31343 2.36331 1.2 1.6 1.0 0.070
C -2.95718 -5.56359 2.57252 0.5 1.9 -0.4 0.012
C -1.83693 -4.44733 2.62657 -3.9 0.6 -0.6 -0.009
C -2.28942 -2.97052 2.51038 -1.1 -1.8 0.1 0.019
C -0.29287 -4.90276 2.75991 1.1 0.7 0.8 -0.274
O 0.52965 -4.31890 3.50855 -2.9 -1.9 -2.9 0.049
C 0.09029 -6.18184 1.85209 -0.1 -1.2 -1.5 -0.151
C 1.43666 -6.28040 1.10342 -2.8 -2.9 -0.3 0.024
C 1.66619 -7.55467 0.21420 -3.7 0.4 2.2 0.007
C 0.54710 -8.62105 0.14479 -0.4 0.9 1.3 -0.151
C 0.73643 -9.92342 -0.80697 -1.1 1.4 0.1 -0.171
C 1.34011 -9.43068 -2.21010 0.1 -1.2 0.2 -0.219
C 0.53279 -8.23558 -2.91038 0.7 0.9 -0.7 -0.162
C 1.54563 -7.00529 -3.26478 -0.1 0.0 0.7 -0.210
N 1.43630 -6.61373 -4.72076 1.4 2.1 0.2 -0.012
C 2.64616 -5.92102 -5.19434 2.0 -0.4 -0.4 -0.453
N 3.86745 -6.41425 -5.17445 -3.1 0.4 0.5 0.091
N 2.49745 -4.55532 -5.79853 -0.4 -2.7 0.0 -0.021
C -0.79540 -8.54847 0.93344 2.6 3.6 0.6 0.038
C -1.02753 -7.29810 1.80871 2.1 -0.1 -2.5 -0.199
C -2.38947 -7.06946 2.65203 -0.8 -0.5 0.7 -0.295
O -2.91959 -7.98289 3.33220 1.5 3.0 -2.7 0.024
H 1.12507 3.59548 -0.59969 -0.7 0.8 1.2 0.091
H 0.79405 5.12243 0.51754 -0.2 -1.5 -0.7 0.076
H 0.70598 3.43175 1.23704 -0.4 0.9 -2.2 -0.018
H -1.43443 2.45062 -1.30954 0.0 0.0 1.4 0.132
H -0.47750 1.92141 0.18709 -1.0 1.2 -0.5 0.118
H -2.51148 2.63668 1.72359 -0.3 -0.4 -1.7 0.056
H -3.50512 2.79484 0.10816 1.2 -0.6 1.2 0.092
H -1.91638 0.23876 0.10182 -1.7 0.2 0.8 0.107
H -3.77840 0.43725 -0.09317 1.5 0.2 1.0 0.002
H -2.14578 -0.20992 2.50441 -1.5 0.2 -0.4 0.091
H -3.52310 0.98442 2.69161 0.6 -1.5 -0.9 0.078
H -5.06001 -0.76439 2.99442 1.5 -0.7 -1.1 0.101
H -4.89837 -0.98781 1.17890 0.9 -0.1 1.8 0.050
H -5.96350 -3.41986 2.20036 1.8 -0.5 0.2 0.097
H -6.38529 -6.01505 2.65442 0.7 0.1 -0.4 0.087
H -5.16276 -7.05585 3.02021 0.1 0.3 -0.6 0.079
H -1.44867 -2.18450 2.53739 -1.6 -1.4 0.0 0.105
H 2.22727 -5.45691 1.19720 -1.4 -1.4 -0.1 0.115
H 2.61395 -7.74111 -0.38871 -1.5 0.5 1.1 0.098
H -0.32514 -10.35259 -0.97587 1.7 0.7 0.2 0.115
H 1.32947 -10.75015 -0.29156 -0.5 1.3 -0.8 0.117
H 2.45505 -9.18773 -2.02207 -1.8 -0.1 -0.5 0.100
H 1.33558 -10.34215 -2.91088 0.1 1.3 1.0 0.113
H 0.07911 -8.54419 -3.92853 0.8 0.2 1.7 0.114
H -0.33234 -7.81282 -2.29902 1.2 -0.8 -0.5 0.106
H 2.63903 -7.26860 -3.00217 -1.8 0.3 -0.6 0.101
H 1.30665 -6.05789 -2.65768 0.2 -1.5 -0.5 0.122
H 0.68385 -5.90139 -4.76084 0.5 -0.7 -0.2 0.111
H 3.82312 -7.36485 -4.76600 0.1 0.6 -0.2 0.035
H 2.26120 -4.75697 -6.79488 0.0 0.5 0.9 0.080
H 3.44128 -4.14751 -5.84438 -0.6 -0.9 0.4 -0.027
H -1.59685 -9.35298 0.86466 1.4 1.2 0.1 0.119
C -7.17747 1.43729 0.49061 -0.1 0.0 0.0 -1.993
Cl -8.26416 2.82671 0.28155 0.2 -0.2 0.0 0.533
Cl -6.36918 1.55009 2.06658 -0.2 0.1 -0.2 0.578
Cl -8.11768 -0.06795 0.41108 0.2 0.2 0.0 0.509
Cl -5.95604 1.43860 -0.79665 -0.4 0.0 0.1 0.571
C 0.89722 -8.27702 5.51954 -0.1 0.0 0.1 -1.964
Cl 2.50266 -7.52193 5.62157 -0.3 -0.1 0.0 0.521
Cl 1.06433 -10.04293 5.64154 0.0 0.2 0.0 0.514
Cl -0.12124 -7.68518 6.85066 0.2 -0.1 -0.2 0.521
Cl 0.14328 -7.85737 3.96282 1.0 -0.7 1.6 0.723
C 4.11288 6.30582 -0.50578 0.0 0.1 0.0 -1.993
Cl 3.26503 5.61754 -1.90776 0.1 0.1 0.2 0.528
Cl 3.64421 8.00755 -0.30754 -0.1 -0.4 -0.2 0.504
Cl 3.67438 5.39693 0.95733 0.1 0.1 -0.2 0.531
Cl 5.86622 6.19987 -0.76447 -0.4 0.0 0.1 0.488
C 7.51995 9.52113 0.52560 -0.1 0.0 0.0 -1.985
Cl 8.43947 8.03472 0.84421 -0.1 0.3 0.0 0.493
Cl 8.47382 10.92887 1.03993 -0.2 -0.2 -0.1 0.517
Cl 7.17094 9.64302 -1.21258 -0.2 0.1 0.5 0.475
Cl 5.99222 9.47904 1.43223 0.5 0.1 0.0 0.509
C -11.17997 -2.51901 2.39817 -0.1 0.0 0.1 -2.019
Cl -11.27650 -1.26261 3.64866 0.1 -0.2 -0.2 0.504
Cl -11.59081 -1.81563 0.81844 0.1 -0.1 0.3 0.513
Cl -9.52874 -3.17674 2.34369 -0.2 0.1 0.0 0.497
Cl -12.32465 -3.82151 2.78148 0.3 0.3 -0.1 0.497
C 0.56024 2.47956 4.43502 0.1 0.0 0.2 -1.981
Cl -1.16147 2.63901 4.03042 0.3 0.0 0.1 0.565
Cl 1.02538 0.76581 4.38047 -0.1 0.3 0.0 0.530
Cl 1.53269 3.39492 3.26142 0.1 -0.2 0.9 0.568
Cl 0.84620 3.11911 6.06714 -0.1 -0.2 -0.4 0.499
C 8.30829 11.82358 -4.71397 -0.1 0.0 -0.1 -1.974
Cl 7.20358 13.20398 -4.89322 0.2 -0.2 0.0 0.530
Cl 9.13579 11.92648 -3.14356 -0.9 0.3 -1.0 0.432
Cl 7.38331 10.30963 -4.79622 0.3 0.4 0.0 0.467
Cl 9.51126 11.85412 -6.02052 -0.2 0.0 0.3 0.539
C 2.88144 2.41328 9.30669 0.0 -0.1 -0.1 -2.014
Cl 1.77683 3.79368 9.12267 0.2 -0.1 0.1 0.495
Cl 3.71317 2.52521 10.87232 -0.1 0.0 -0.3 0.523
Cl 1.95405 0.89944 9.23512 0.1 0.3 0.0 0.519
Cl 4.08076 2.43629 7.99598 -0.4 0.0 0.6 0.468
C 9.15676 7.02325 -3.35455 0.1 0.1 0.0 -1.989
Cl 9.75783 8.62868 -2.88789 0.2 -0.6 -0.2 0.467
Cl 7.47990 7.16143 -3.92731 0.2 -0.2 0.1 0.477
Cl 10.17409 6.36470 -4.65367 -0.2 0.1 0.2 0.536
Cl 9.21381 5.93616 -1.94995 0.0 0.1 -0.2 0.508
C 3.88925 9.01987 -7.04843 0.1 0.0 0.0 -2.013
Cl 4.48434 10.62835 -6.58686 -0.2 -0.3 -0.1 0.503
Cl 2.21143 9.14948 -7.61973 0.2 0.0 0.1 0.516
Cl 4.90693 8.36175 -8.34663 -0.1 0.1 0.4 0.494
Cl 3.95340 7.93863 -5.63899 0.0 0.2 -0.2 0.508
C -3.98406 -3.03915 -1.70683 -0.3 0.2 -0.3 -1.939
Cl -5.45176 -3.48256 -2.60874 0.2 0.0 0.1 0.516
Cl -2.71388 -4.24322 -2.01401 -0.2 0.2 0.1 0.513
Cl -3.42315 -1.43850 -2.24225 0.0 -0.2 0.0 0.531
Cl -4.34721 -2.99520 0.04053 0.5 -0.8 -3.1 0.723
C 12.33032 11.10547 -0.20168 0.1 0.0 0.2 -1.995
Cl 11.89756 9.63312 0.69299 0.1 0.2 -0.2 0.508
Cl 11.04827 11.48577 -1.37400 1.1 -0.3 0.8 0.423
Cl 12.51303 12.45838 0.93589 -0.1 -0.2 -0.2 0.524
Cl 13.86125 10.84545 -1.06424 -0.3 0.1 0.1 0.529
C -15.11024 -0.07904 4.99554 0.0 0.0 0.0 -2.026
Cl -14.45751 1.55793 5.22048 -0.1 -0.3 0.0 0.519
Cl -16.86856 -0.05597 5.24735 0.3 0.0 0.0 0.521
Cl -14.75526 -0.63628 3.34661 -0.1 0.1 0.2 0.487
Cl -14.35828 -1.18306 6.16710 -0.1 0.2 -0.2 0.509
C 8.04951 3.22473 7.26092 0.0 0.0 0.1 -2.019
Cl 8.54589 1.99016 8.43779 -0.1 0.2 -0.2 0.520
Cl 9.36475 3.49867 6.09867 -0.2 -0.1 0.2 0.518
Cl 6.60084 2.66847 6.39545 0.5 0.1 -0.2 0.478
Cl 7.68444 4.74107 8.11127 0.0 -0.3 -0.1 0.518
C -16.17690 -5.85590 3.37274 0.0 0.0 0.0 -2.025
Cl -15.51566 -4.22175 3.59287 -0.2 -0.3 0.0 0.472
Cl -17.93465 -5.82332 3.62825 0.3 0.0 0.0 0.518
Cl -15.82814 -6.41804 1.72371 0.0 0.1 0.3 0.516
Cl -15.42805 -6.96042 4.54572 -0.1 0.2 -0.2 0.516
C 2.45008 -0.67249 -7.05707 0.0 0.1 0.0 -2.004
Cl 3.38754 -2.14804 -6.73818 0.0 1.3 -0.5 0.591
Cl 3.39958 0.74929 -6.57379 -0.2 -0.2 -0.1 0.516
Cl 2.07482 -0.57299 -8.79084 0.1 0.0 0.3 0.516
Cl 0.93845 -0.71994 -6.12559 0.3 0.0 -0.2 0.520
C 3.96888 7.48738 -12.50425 -0.1 0.0 0.0 -2.024
Cl 3.08814 7.95955 -11.03608 0.0 -0.1 -0.5 0.481
Cl 3.24670 6.01155 -13.18017 0.1 0.2 0.1 0.516
Cl 3.87064 8.79670 -13.70123 0.0 -0.2 0.2 0.516
Cl 5.67201 7.18161 -12.09936 -0.3 0.1 0.0 0.510
```
Forces are in eV/Å.